Entry from the OMol25 dataset: a single C24H29N3O3 molecule (ωB97M-V/def2-TZVPD).

Computed properties:
highest occupied orbital energy = -8.20 eV
LUMO energy = -0.2 eV
energy above the lowest of the compared OMol25 structures with the same formula, charge and spin = 289.6 kJ/mol
total charge = 0
spin multiplicity = 1

Structure (XYZ):
```
59
Properties=species:S:1:pos:R:3:forces:R:3
C 5.19077 3.08371 -1.40758 -0.196 -0.272 0.159
C 4.57161 1.93772 -0.59759 0.145 0.123 -0.007
N 3.38004 1.32124 -1.15239 -0.018 -0.031 -0.058
C 3.62399 0.63113 -2.41075 -0.129 -0.176 0.050
C 2.65568 -0.52953 -2.62235 0.185 0.237 -0.056
C 2.22957 2.20559 -1.24291 -0.020 -0.089 0.224
C 1.80550 2.76544 0.11571 -0.121 -0.040 -0.228
C 0.31045 3.09837 0.14452 0.326 0.296 -0.050
N -0.53952 1.93850 0.04168 -0.111 -0.171 0.052
C -1.17535 1.58471 -1.09747 0.084 0.484 -0.500
O -1.07824 2.14567 -2.16796 -0.072 -0.150 -0.069
C -2.06033 0.38383 -0.76487 -0.525 -0.625 -0.072
O -2.72593 -0.23600 -1.56530 0.314 0.416 -0.042
C -1.89330 0.16032 0.66239 -0.017 -0.166 0.586
C -2.45578 -0.80938 1.42348 0.114 0.400 -0.345
O -2.01582 -0.96615 2.69054 0.024 0.004 -0.123
C -3.51805 -1.71101 0.96371 -0.187 -0.293 0.136
C -3.43486 -3.07225 1.25303 0.108 0.201 -0.046
C -4.43181 -3.93688 0.84372 -0.099 -0.035 -0.019
C -5.54310 -3.46545 0.15688 0.096 0.030 0.076
C -6.62040 -4.39572 -0.30392 -0.005 -0.005 -0.056
C -5.63094 -2.10177 -0.10951 0.061 -0.019 0.044
C -4.63519 -1.23223 0.28266 0.073 -0.051 0.126
C -0.82431 1.09126 1.17976 -0.155 -0.233 0.386
C 0.39808 0.32297 1.63988 0.077 -0.144 -0.040
C 0.98758 -0.63264 0.81843 0.071 0.064 0.223
C 2.11657 -1.28617 1.27775 -0.095 0.058 -0.005
C 2.60698 -0.97142 2.53620 -0.048 0.026 -0.011
C 1.93660 -0.01258 3.27827 0.347 -0.188 0.090
N 0.86180 0.62207 2.84342 -0.342 0.355 0.065
H 5.46285 2.74835 -2.40547 0.053 0.031 -0.126
H 4.49611 3.91499 -1.49715 -0.033 0.147 -0.059
H 6.08755 3.43989 -0.90693 0.104 0.080 0.014
H 5.31552 1.14344 -0.47952 -0.030 0.056 0.086
H 4.32243 2.30057 0.40213 0.085 -0.047 0.035
H 4.63971 0.22861 -2.37661 0.013 0.074 -0.050
H 3.55972 1.31557 -3.27298 0.114 -0.028 0.020
H 2.95481 -1.09913 -3.49908 -0.048 -0.091 -0.108
H 1.63934 -0.17870 -2.77908 -0.147 -0.013 -0.031
H 2.67120 -1.18349 -1.75521 0.002 -0.106 0.097
H 2.39658 3.03586 -1.95025 -0.074 -0.043 -0.030
H 1.40841 1.61027 -1.64177 -0.025 0.092 -0.077
H 2.35836 3.67753 0.34651 0.036 0.021 0.084
H 2.02699 2.03068 0.88891 0.108 0.056 0.032
H 0.06898 3.61927 1.07678 -0.045 -0.008 -0.095
H 0.06224 3.74082 -0.70559 -0.033 0.003 0.135
H -2.51622 -1.66523 3.13421 -0.046 0.126 -0.117
H -2.56543 -3.46437 1.76529 0.068 -0.033 0.030
H -4.34246 -4.99192 1.05913 -0.011 -0.099 0.012
H -6.51902 -5.37431 0.15845 -0.042 -0.066 0.004
H -6.56384 -4.51888 -1.38532 -0.053 -0.062 -0.063
H -7.60325 -3.99233 -0.06783 -0.082 -0.032 0.003
H -6.49316 -1.72042 -0.63601 -0.103 0.058 -0.053
H -4.72230 -0.17810 0.07593 0.010 0.094 -0.047
H -1.17472 1.69122 2.03032 0.090 -0.059 -0.104
H 0.57102 -0.84605 -0.15381 -0.017 -0.036 -0.146
H 2.60719 -2.03070 0.66816 0.043 -0.038 -0.064
H 3.48603 -1.45719 2.92999 0.070 -0.030 0.055
H 2.27305 0.27040 4.26735 0.111 -0.052 0.071
```
Forces are in eV/Å.



Entry from the OMol25 dataset: a single C4H6O molecule (ωB97M-V/def2-TZVPD).

Computed properties:
highest occupied orbital energy = -9.14 eV
LUMO energy = 0.9 eV
energy above the lowest of the compared OMol25 structures with the same formula, charge and spin = 272.0 kJ/mol
total charge = 0
spin multiplicity = 1

Structure (XYZ):
```
11
Properties=species:S:1:pos:R:3:forces:R:3
C 1.17492 -1.47655 0.92200 0.195 -0.141 -0.073
C 1.50084 -0.55989 0.04919 -0.821 -0.067 0.066
C 1.04222 0.52333 -0.52563 -0.084 -0.079 0.003
O -0.15076 0.91410 0.07259 0.088 0.804 0.240
C -1.47079 0.77422 -0.40138 -0.249 0.133 -0.161
H 1.22528 -1.26911 1.98722 0.413 -0.299 -0.033
H 0.68811 -2.38122 0.57622 0.212 -0.199 0.183
H 1.53725 1.19849 -1.22325 -0.257 -0.178 0.122
H -1.71429 -0.14298 -0.95848 0.521 0.075 0.071
H -1.74226 1.64583 -1.00308 -0.102 -0.093 -0.138
H -2.09052 0.77376 0.50461 0.085 0.043 -0.279
```
Forces are in eV/Å.



Entry from the OMol25 dataset: a single C4H3NOS2 molecule (ωB97M-V/def2-TZVPD).

Computed properties:
highest occupied orbital energy = -8.94 eV
LUMO energy = -1.1 eV
energy above the lowest of the compared OMol25 structures with the same formula, charge and spin = 321.5 kJ/mol
total charge = 0
spin multiplicity = 1

Structure (XYZ):
```
11
Properties=species:S:1:pos:R:3:forces:R:3
C 0.00631 -1.49452 -1.73992 -0.334 1.242 0.790
C -0.17384 -0.68401 -0.83472 0.600 -1.733 -1.010
C -0.18876 0.17317 0.37219 -0.972 -1.049 -1.391
N -1.11058 0.10988 1.26441 0.275 -0.603 0.431
S -2.35453 -1.12300 1.32516 1.550 1.579 -0.875
C 0.97425 1.15125 0.35685 0.196 -0.484 -2.601
O 1.04876 1.85850 1.44355 -0.536 -0.303 0.754
S 1.92307 1.24826 -1.06274 -1.007 0.359 2.726
H 0.23128 -2.07803 -2.65012 -0.403 0.620 1.226
H -2.20050 -1.53744 0.04181 -0.150 -0.226 0.249
H 1.84454 2.37595 1.48352 0.781 0.598 -0.299
```
Forces are in eV/Å.



Entry from the OMol25 dataset: a molecular structure, C22H49AsBrN4O3S3 (ωB97M-V/def2-TZVPD).

Computed properties:
highest occupied orbital energy = -3.89 eV
LUMO energy = 1.9 eV
total charge = -1
spin multiplicity = 1

Structure (XYZ):
```
83
Properties=species:S:1:pos:R:3:forces:R:3
C 0.03227 1.37031 2.67619 -0.462 -0.245 0.462
C -0.13171 0.03576 1.96959 0.523 0.361 0.315
N -1.53792 -0.39098 1.80707 0.184 0.108 -1.188
C -2.34179 0.60122 1.05265 -0.112 0.766 1.409
C -3.19956 1.39987 2.05893 0.544 -0.260 -0.629
C -1.50899 -1.61901 1.10957 -0.063 -0.654 0.038
S -1.64071 -3.02117 1.89849 0.069 -0.159 0.229
S -1.32892 -1.68359 -0.70524 0.030 0.061 0.052
C 0.52452 -1.72155 -0.90939 -0.760 0.753 -0.435
C 1.00287 -0.38772 -1.51453 -0.253 0.335 0.992
C 2.36045 0.10829 -0.99019 -0.322 -0.293 -0.389
As 4.10274 -0.59666 -1.79063 0.150 0.383 0.286
N 5.85512 -1.17017 -2.41992 0.454 -0.191 -0.458
C 4.22153 -1.97030 -0.25857 -0.024 0.518 -0.066
C 4.84352 -1.42793 1.00485 -0.372 0.304 -2.285
O 4.82278 -2.06703 2.00046 0.270 -1.109 2.737
C 4.15324 0.81085 -3.28015 -0.621 -0.424 -0.291
C 2.83098 1.27340 -3.87603 0.179 1.075 -1.079
C 3.13317 2.38199 -4.94462 -0.061 -0.220 0.403
S 2.04071 2.13119 -6.37494 -0.288 -0.161 -0.165
C 3.17368 -1.98758 -2.99602 1.440 -0.452 -0.106
C 4.13697 -2.80042 -3.88064 -1.718 -0.675 -0.504
C 3.24521 -3.74722 -4.73947 0.511 0.768 0.282
Br 4.04511 -3.96196 -6.53114 -0.161 -0.421 0.135
H -0.35670 2.19969 2.09661 -0.048 0.180 -0.109
H 1.07238 1.57463 2.91109 0.255 -0.106 -0.239
H -0.49585 1.31732 3.62794 -0.098 0.183 -0.037
H 0.37865 -0.70575 2.57716 -0.037 -0.327 -0.006
H 0.37880 0.07676 1.00456 -0.054 0.038 -0.110
H -3.03370 0.12188 0.38439 0.132 -0.303 -0.405
H -1.67986 1.28664 0.52498 -0.049 -0.063 -0.465
H -2.60518 2.15395 2.55817 0.005 0.149 0.236
H -3.54928 0.69696 2.80625 -0.334 0.058 0.160
H -4.01091 1.88268 1.51505 -0.192 0.027 0.121
H 0.68412 -2.54830 -1.58438 0.266 -0.371 0.128
H 0.94039 -1.89013 0.07443 0.224 -0.292 0.055
H 0.89259 -0.37727 -2.59292 0.221 -0.193 -0.224
H 0.25893 0.32931 -1.16825 -0.124 0.260 -0.068
H 2.38308 1.19445 -1.05898 0.157 0.168 -0.189
H 2.38138 -0.09773 0.08073 0.190 -0.082 0.177
H 4.86099 0.46332 -0.85608 -0.127 0.106 0.158
H 6.54738 -0.43562 -2.33121 -0.043 0.019 0.163
H 6.20825 -1.99993 -1.95743 0.053 0.136 0.113
H 4.71819 -2.90743 -0.51408 0.178 -0.012 -0.087
H 3.21300 -2.24577 0.04341 -0.221 -0.138 -0.028
H 5.28584 -0.41920 1.00074 0.093 0.170 -0.192
H 4.73183 0.36715 -4.09056 0.106 -0.163 -0.082
H 4.71333 1.69138 -2.96404 0.078 0.041 0.391
H 2.14853 1.74775 -3.17643 -0.056 -0.263 0.344
H 2.27438 0.50650 -4.41312 0.094 -0.426 0.294
H 4.17644 2.30669 -5.21251 0.188 -0.028 -0.385
H 2.96970 3.35030 -4.48746 -0.050 0.299 -0.108
H 2.53296 2.93260 -7.33953 0.206 0.074 0.378
H 2.46447 -1.55308 -3.69562 -0.428 0.168 0.369
H 2.74527 -2.72532 -2.31735 -0.615 0.234 0.038
H 4.76724 -3.45701 -3.29523 0.594 0.295 0.039
H 4.67063 -2.17977 -4.58095 0.529 0.222 0.229
H 2.28488 -3.29217 -4.92004 -0.245 0.098 -0.249
H 3.07851 -4.70452 -4.26204 0.169 -0.338 -0.244
C -0.90581 2.16454 7.26515 0.017 -0.010 -0.012
C -2.07507 2.18268 6.30916 -0.025 -0.098 -0.194
O -2.05372 1.58304 5.24963 -0.053 0.056 0.198
N -3.17508 2.90270 6.67162 0.187 -0.017 0.136
C -3.38548 3.67502 7.88055 -0.297 -0.076 -0.392
H -0.11533 1.55474 6.83836 -0.067 -0.014 -0.081
H -0.52311 3.17447 7.42002 -0.015 -0.020 0.119
H -1.20166 1.73291 8.22251 0.042 0.102 0.051
H -3.91595 2.87176 5.98856 0.019 0.004 0.012
H -4.25409 3.28447 8.41466 0.057 0.081 0.153
H -3.57895 4.71681 7.61709 0.043 0.051 0.169
H -2.52023 3.63056 8.53302 0.025 -0.030 -0.034
C -6.52101 -0.76922 -2.41203 0.015 0.007 -0.027
C -5.84988 -0.63641 -1.06584 0.197 0.004 0.123
O -4.65242 -0.44280 -0.95676 -0.162 0.003 -0.135
N -6.63318 -0.74194 0.04405 -0.079 0.014 -0.217
C -8.06270 -0.97039 0.11678 0.335 0.050 0.357
H -5.76943 -0.66335 -3.18830 0.072 0.008 0.084
H -6.98903 -1.74979 -2.51004 -0.100 0.058 -0.024
H -7.27200 0.01144 -2.54324 -0.082 -0.091 -0.020
H -6.11996 -0.64484 0.90717 -0.008 -0.023 -0.014
H -8.53694 -0.13925 0.64284 -0.159 -0.046 -0.069
H -8.25536 -1.88954 0.67363 -0.164 -0.009 -0.071
H -8.49957 -1.05815 -0.87218 0.046 0.006 -0.023
```
Forces are in eV/Å.